[1]
The following is a DFT calculation (the ωB97M-V functional and the def2-TZVPD basis) of a cluster of 2 separate species, C11H21BBrNO5 in total.

Each line ends with the Löwdin charge.
Geometry (Å):
Br  -5.79585  -1.69270  -2.84019  0.634
O  -0.28707  1.10353  -0.63214  0.100
O  -0.40640  0.82217  1.62592  0.122
O  -0.05215  -0.70680  -3.88553  0.154
O  -1.82497  -0.25593  0.21575  0.099
O  2.89031  -0.83179  2.63659  0.004
N  3.37610  1.35014  3.00506  -0.200
C  -0.79810  0.56639  0.50359  -0.521
C  -2.01544  -0.37871  -1.19019  -0.230
C  -4.50373  -0.17155  -0.74827  -0.274
C  1.59185  -1.23542  -2.00333  -0.130
C  2.91144  2.71987  3.07730  -0.057
C  -5.05774  -1.54805  -1.04698  -0.598
C  2.53962  0.33325  2.71086  -0.342
C  -3.32111  0.23964  -1.62775  -0.151
C  4.77606  1.05664  3.25383  -0.048
C  -0.74467  0.32228  -1.73861  -0.126
C  1.42141  -1.81532  -0.59046  -0.082
B  0.30080  -0.54172  -2.56584  -0.394
H  3.43798  3.33900  2.34722  0.087
H  4.87336  0.37151  4.09665  0.090
H  1.08095  -1.08668  0.13691  0.056
H  2.38142  -2.17215  -0.23042  0.077
H  -3.26551  1.32765  -1.63305  0.131
H  1.82037  -2.06512  -2.67501  0.101
H  3.08582  3.12839  4.07539  0.087
H  5.22289  0.58086  2.38000  0.089
H  -1.10403  1.03221  -2.49102  0.152
H  2.47490  -0.59580  -2.02433  0.110
H  1.84534  2.75705  2.86373  0.084
H  -4.31249  -2.32719  -0.93639  0.060
H  -1.97859  -1.40123  -1.56563  0.162
H  0.75209  -2.67139  -0.58244  0.082
H  1.50102  0.66042  2.53904  0.105
H  -4.17681  -0.20065  0.29013  0.114
H  -5.29738  0.56671  -0.79808  0.111
H  5.30653  1.97968  3.47430  0.082
H  -3.53657  -0.05355  -2.65274  0.092
H  0.74077  -0.72252  -4.42427  0.108
H  -5.85241  -1.78316  -0.34958  0.058

Cartesian forces (eV/Å) of the 6 atoms listed first:
Br -0.020 -0.055 0.015
O 0.302 -0.700 0.756
O -0.947 -0.380 -1.996
O -0.125 0.884 0.389
O 0.182 -0.522 0.435
O 0.054 -0.025 -0.043

DFT total energy = -3461.63269 hartree
Kohn-Sham gap = 9.26 eV
SMILES = CCB(O)[C@@H]1OC(=O)O[C@H]1CCCBr.CN(C)C=O
E_LUMO = 0.306 eV
HOMO = -8.9 eV
Molar mass = 338.01 g mol⁻¹

***

[2]
The following is a DFT calculation (the ωB97M-V functional and the def2-TZVPD basis) of a cluster of 2 separate species, C4H11NO2S in total.

Each line ends with the Löwdin charge.
Geometry (Å):
S  1.41330  -1.42613  -3.09636  0.694
O  0.45432  0.66969  1.91951  0.009
O  -1.08485  0.88245  0.33793  0.017
N  -0.43995  -1.57945  0.61819  0.017
C  0.36212  -0.92839  -1.68333  -0.581
C  -0.55153  2.81788  1.61282  0.004
C  -0.33824  1.36777  1.27553  -0.617
C  0.52064  -1.84614  -0.47453  -0.302
H  -0.80607  -2.41928  1.03967  0.113
H  -0.67741  -1.00431  -1.98756  0.072
H  0.52062  0.11443  -1.42326  0.066
H  0.33761  -2.87116  -0.83396  0.113
H  0.30884  3.23546  2.12320  0.080
H  1.31946  -0.30450  -3.83522  -0.148
H  -1.41212  2.95215  2.27048  0.089
H  -0.71819  3.42439  0.72313  0.081
H  0.04066  -1.02712  1.34982  0.071
H  -0.81652  -0.26254  0.22442  0.106
H  1.56734  -1.79518  -0.16048  0.114

Cartesian forces (eV/Å) of the 6 atoms listed first:
S 0.100 -0.093 0.334
O -0.053 0.507 -0.239
O 0.258 -1.566 -1.101
N 1.311 0.946 -0.435
C -0.799 0.319 -0.133
C 0.074 0.526 -0.221

DFT total energy = -762.42813 hartree
Kohn-Sham gap = 10.12 eV
SMILES = CC(=O)O.NCCS
E_LUMO = 0.830 eV
HOMO = -9.3 eV
Molar mass = 137.20 g mol⁻¹

***

[3]
The following is a DFT calculation (the ωB97M-V functional and the def2-TZVPD basis) of the molecule C4H6N2O7.

Each line ends with the Löwdin charge.
Geometry (Å):
O  1.14804  -2.27205  -1.52734  -0.023
O  0.34842  2.83766  1.29526  0.082
O  -1.77730  1.61921  1.94179  0.152
O  -2.51045  0.28383  0.44636  0.133
O  -0.79241  -1.15095  -0.80287  -0.068
O  1.49283  2.05345  -0.28290  0.124
O  1.05338  -0.65000  1.55559  0.108
N  -1.64288  1.04738  0.72297  -0.231
N  0.53388  2.04847  0.40716  -0.370
C  0.33435  -1.85552  -0.40406  -0.373
C  -0.45330  0.22183  -1.17593  -0.054
C  1.31643  -1.10237  0.49006  -0.208
C  -0.52808  1.17654  -0.01153  -0.097
H  -1.27626  0.43780  -1.86207  0.147
H  -1.06714  2.20332  2.17229  0.080
H  0.59178  0.12829  -1.51995  0.136
H  2.33464  -0.99856  0.08537  0.142
H  0.88557  -3.20673  -1.72651  0.119
H  0.00849  -2.82160  0.19633  0.202

Cartesian forces (eV/Å) of the 6 atoms listed first:
O -1.036 -1.199 0.557
O -0.240 1.079 2.079
O -2.209 -0.872 0.360
O -1.350 -0.216 -0.475
O 0.758 0.190 0.633
O 2.523 -0.439 -1.415

DFT total energy = -791.93859 hartree
Kohn-Sham gap = 9.09 eV
E_LUMO = -0.869 eV
HOMO = -10.0 eV
Molar mass = 194.10 g mol⁻¹

***

[4]
The following is a DFT calculation (the ωB97M-V functional and the def2-TZVPD basis) of a structure of composition C7H9N3.

Each line ends with the Löwdin charge.
Geometry (Å):
N  3.08910  1.95825  0.64490  -0.019
N  0.83352  2.48027  1.00258  0.040
N  -1.26682  3.08735  1.38827  0.045
C  3.76332  2.17407  -0.52844  -0.150
C  5.02084  1.61191  -0.39247  -0.142
C  -1.33012  1.83009  0.84100  -0.091
C  5.09512  1.04379  0.90446  -0.142
C  3.88113  1.27297  1.52862  -0.150
C  -0.01846  1.47544  0.61086  -0.100
C  0.04809  3.43890  1.46737  -0.131
H  3.51984  1.00609  2.52177  0.100
H  -2.06282  3.65801  1.68367  0.163
H  0.37481  4.39809  1.86903  0.136
H  5.94342  0.51985  1.34489  0.082
H  2.13162  2.26482  0.83403  -0.057
H  0.35577  0.54576  0.18220  0.119
H  3.29764  2.70574  -1.35824  0.100
H  -2.27589  1.31603  0.66965  0.115
H  5.80028  1.61467  -1.15442  0.082

Cartesian forces (eV/Å) of the 6 atoms listed first:
N 2.985 -0.803 -0.522
N -4.786 1.196 0.797
N 0.104 0.521 0.222
C 0.235 -0.336 0.578
C 0.112 0.145 -0.467
C 0.452 -0.342 -0.175

DFT total energy = -436.36984 hartree
Kohn-Sham gap = 7.68 eV
E_LUMO = 0.428 eV
HOMO = -7.2 eV
Molar mass = 135.17 g mol⁻¹

***

[5]
The following is a DFT calculation (the ωB97M-V functional and the def2-TZVPD basis) of a structure of composition C23H29Cl5F2N6ORu.

Each line ends with the Löwdin charge.
Geometry (Å):
Ru  -0.55000  -0.14061  0.40312  1.242
Cl  1.00529  -4.57894  -0.34334  0.759
Cl  0.73161  -0.28337  2.82414  0.772
Cl  3.34322  -5.73709  1.39483  0.727
Cl  4.43127  -4.10650  3.82458  0.712
Cl  3.13017  -1.34751  4.52914  0.717
F  -2.84795  -0.59616  -1.06793  -0.021
F  -1.32192  0.40742  -2.28890  -0.019
O  0.02455  -2.02148  0.58543  -0.285
N  2.50482  -0.57194  -0.95160  -0.111
N  -3.50244  1.01767  1.31445  -0.133
N  0.97823  1.02973  -0.24708  -0.004
N  3.25692  1.18183  0.34868  -0.130
N  -3.39162  2.73838  -0.22167  -0.129
N  -1.42404  1.66886  0.56443  -0.027
C  -0.84760  4.09735  0.57857  -0.033
C  2.63437  -4.23120  1.80045  -0.702
C  -2.91757  0.29226  2.43106  -0.052
C  -4.60666  3.41277  0.21161  -0.032
C  2.55234  -2.27365  3.20445  -0.709
C  1.00065  -2.49297  1.32937  -0.477
C  0.70375  2.41623  -0.17970  -0.223
C  1.56535  3.41922  -0.61572  -0.030
C  -2.76044  1.82772  0.54444  -0.367
C  2.23543  0.56190  -0.28097  -0.364
C  -4.81072  0.52940  0.88745  -0.033
C  -2.87976  3.17858  -1.51301  -0.013
C  3.09285  1.97866  1.55428  -0.038
C  4.60711  1.20471  -0.19987  -0.030
C  -0.55286  2.76255  0.32418  -0.224
C  1.70295  -1.00770  -2.08515  -0.021
C  3.12883  -3.50044  2.88839  -0.712
C  0.04760  5.08875  0.21205  -0.072
C  -1.48423  -0.53130  -1.30513  -0.414
C  1.23354  4.75096  -0.42367  -0.069
C  1.58750  -3.73351  1.03465  -0.640
C  1.50377  -1.79615  2.42999  -0.567
C  3.52618  -1.51945  -0.52147  -0.020
H  3.33136  3.02541  1.35702  0.096
H  4.37656  -1.53151  -1.20588  0.104
H  5.30288  0.63138  0.41517  0.099
H  -4.80347  -0.55977  0.93692  0.100
H  1.11508  -1.88888  -1.82073  0.066
H  2.49912  3.15730  -1.09532  0.119
H  4.61184  0.81077  -1.21144  0.096
H  -4.99919  0.81583  -0.14174  0.092
H  1.04667  -0.20471  -2.40564  0.082
H  4.94979  2.24098  -0.22821  0.099
H  -2.57883  4.22686  -1.47595  0.096
H  -3.68040  0.14999  3.19608  0.104
H  -4.80931  3.19488  1.25606  0.096
H  -3.67417  3.06315  -2.25229  0.106
H  2.07565  1.91834  1.92132  0.055
H  -1.78700  4.36246  1.04655  0.119
H  -2.03595  2.57093  -1.81507  0.081
H  3.08799  -2.51719  -0.50454  0.076
H  -5.46873  3.12458  -0.39221  0.099
H  -4.45802  4.48914  0.10274  0.100
H  2.37421  -1.27016  -2.90472  0.105
H  -0.19163  6.12584  0.40369  0.110
H  -2.08996  0.85164  2.85787  0.072
H  3.87162  -1.27612  0.47989  0.098
H  -1.19128  -1.50496  -1.70879  0.107
H  -5.60706  0.90648  1.53004  0.100
H  3.76871  1.59739  2.32235  0.101
H  1.91174  5.52499  -0.75633  0.111
H  -2.57562  -0.70357  2.12405  0.080

Cartesian forces (eV/Å) of the 6 atoms listed first:
Ru -0.080 0.024 -0.077
Cl -0.004 -0.022 0.004
Cl 0.015 -0.044 0.020
Cl 0.004 0.005 -0.003
Cl 0.009 -0.007 0.001
Cl 0.006 0.005 0.007

DFT total energy = -3892.99567 hartree
Kohn-Sham gap (spin up / spin down) = 7.61 / 7.12 eV
E_LUMO (spin up / spin down) = -3.025 / -3.618 eV
<S²> = 0.76
Net charge = +1
HOMO (spin up / spin down) = -10.6 / -10.7 eV
Molar mass = 721.86 g mol⁻¹
Multiplicity = 2

***

[6]
The following is a DFT calculation (the ωB97M-V functional and the def2-TZVPD basis) of the molecule C4H6N4O.

Each line ends with the Löwdin charge.
Geometry (Å):
O  3.87643  -0.11245  0.16384  0.068
N  0.68416  -1.29514  -0.16694  0.073
N  0.57043  1.04977  -0.28622  0.141
N  1.94354  -1.35845  0.04449  0.116
N  0.04198  -0.15418  -0.36639  -0.199
C  -1.37437  -0.30128  -0.59309  -0.195
C  2.67317  -0.14580  0.05710  -0.477
C  -2.20645  0.00019  0.65263  -0.071
C  1.85352  1.05832  -0.09159  -0.012
H  -1.53537  -1.32704  -0.88388  0.109
H  -1.93497  -0.66919  1.47047  0.079
H  -1.64108  0.31564  -1.44442  0.118
H  -3.28682  -0.04243  0.41641  0.088
H  -1.98997  0.97610  0.99952  0.050
H  2.32580  2.00595  0.02807  0.111

Cartesian forces (eV/Å) of the 6 atoms listed first:
O -0.169 -0.115 0.074
N 0.583 -0.482 0.057
N 0.926 0.360 0.052
N -0.722 0.461 -0.060
N 0.492 -1.000 0.138
C -0.968 0.004 0.150

DFT total energy = -450.19895 hartree
Kohn-Sham gap = 9.36 eV
SMILES = CCn1ncc(=O)nn1
E_LUMO = -0.140 eV
HOMO = -9.5 eV
Molar mass = 126.12 g mol⁻¹

***

[7]
The following is a DFT calculation (the ωB97M-V functional and the def2-TZVPD basis) of the molecule C4H6ClNOS.

Each line ends with the Löwdin charge.
Geometry (Å):
Cl  -1.74961  0.22734  -1.83999  0.586
S  2.36351  1.08599  1.10284  0.658
O  -1.36794  0.09409  1.32512  -0.040
N  -0.13820  0.15631  0.64006  -0.214
C  1.19754  -1.85961  -0.23134  0.110
C  0.09414  -0.95768  -0.26430  -0.320
C  -1.18241  -1.22187  -1.01302  -0.566
C  0.75469  1.03871  1.24159  -0.652
H  0.27849  1.68017  1.92057  0.045
H  2.08406  -1.67634  0.37919  0.034
H  -1.89839  0.86737  0.96409  0.131
H  -1.05013  -2.10817  -1.79080  0.130
H  -2.03850  -1.30133  -0.30403  0.065
H  1.27907  -2.54631  -1.01361  0.033

Cartesian forces (eV/Å) of the 6 atoms listed first:
Cl -0.013 0.873 -1.004
S 0.301 0.073 -0.330
O -0.677 1.405 -0.808
N 1.539 0.279 0.579
C -2.729 4.490 0.631
C 1.938 -2.084 1.464

DFT total energy = -1144.27168 hartree
Kohn-Sham gap = 8.73 eV
SMILES = C=C(CCl)N(O)C=S
E_LUMO = 0.084 eV
HOMO = -8.7 eV
Molar mass = 151.62 g mol⁻¹

***

[8]
The following is a DFT calculation (the ωB97M-V functional and the def2-TZVPD basis) of a cluster of 6 separate species, C8H11Cl20N3O6PS2 in total.

Each line ends with the Löwdin charge.
Geometry (Å):
Cl  0.39678  -9.07423  -4.50074  0.505
Cl  1.51080  0.34044  -5.40208  0.514
Cl  1.65232  -6.52692  -3.86820  0.450
Cl  4.25270  -0.63040  -5.47069  0.507
Cl  -6.67612  4.87517  0.44836  0.484
Cl  -7.94668  6.99812  1.97940  0.508
Cl  -4.75600  2.14975  -0.77505  0.508
Cl  3.29649  -4.50476  0.33143  0.539
Cl  1.06544  -4.85761  -1.50255  0.475
Cl  3.09113  0.27143  -2.96015  0.513
Cl  3.72136  2.19861  -5.04683  0.516
Cl  3.78865  -4.77367  -2.52351  0.490
Cl  -1.15067  -6.96685  -3.22404  0.509
Cl  -4.44887  4.87022  -1.75988  0.470
Cl  -7.66157  7.25495  -0.90469  0.501
Cl  -3.07289  2.67799  -3.08880  0.506
Cl  -0.32244  -6.68606  -5.99900  0.509
Cl  2.55025  -2.35554  -1.48218  0.510
Cl  -9.53963  5.33008  0.20587  0.502
Cl  -2.22142  3.53947  -0.44340  0.591
S  -0.72642  0.57913  3.72189  0.444
S  0.77763  2.46457  2.09996  0.649
P  -2.29370  -0.22777  2.44070  0.820
O  0.99455  4.02298  1.96570  -0.456
O  0.49040  -0.37462  3.76873  -0.485
O  -1.75062  -1.84979  1.96000  -0.391
O  -1.35223  0.54187  5.17133  -0.485
O  0.27627  1.99573  0.70963  -0.481
O  3.78396  0.54027  0.49762  -0.151
N  -2.52480  0.77443  0.98374  -0.279
N  -0.35576  2.25271  3.40748  -0.380
N  2.84796  -2.20318  2.27842  -0.085
C  -7.95602  6.11460  0.43222  -2.005
C  0.14400  -7.31353  -4.39797  -1.992
C  2.48220  1.74010  2.39253  -0.193
C  2.67520  -4.12292  -1.29419  -1.959
C  2.76093  0.32164  1.57341  -0.305
C  3.44614  -0.83022  2.57339  -0.210
C  3.14399  0.54503  -4.71996  -1.996
C  -3.62478  3.30938  -1.51678  -1.981
H  2.77441  1.64518  3.53512  0.119
H  1.81095  -0.09193  1.01786  0.140
H  3.43567  -2.87202  2.83859  0.055
H  4.61449  -0.89588  2.43113  0.130
H  3.12962  -0.50309  3.67317  0.106
H  -1.79850  0.44894  0.28264  0.044
H  -2.25663  1.75609  1.29111  -0.030
H  -1.08507  -2.20206  2.62494  0.046
H  1.87518  -2.29397  2.66464  0.060
H  3.25891  2.51767  1.93003  0.128
H  3.47243  0.08048  -0.35034  0.017

Cartesian forces (eV/Å) of the 6 atoms listed first:
Cl -0.092 0.341 0.018
Cl 0.408 0.041 0.179
Cl -0.485 -0.817 -0.915
Cl -0.240 0.240 0.167
Cl -0.740 0.442 0.237
Cl -0.030 -0.168 -0.362

DFT total energy = -11268.55087 hartree
Kohn-Sham gap = 7.23 eV
E_LUMO = 1.443 eV
Net charge = -1
HOMO = -5.8 eV
Molar mass = 1049.36 g mol⁻¹